Entry 1:
# C39H32GeHgN3OS2

A structure of composition C39H32GeHgN3OS2 (wB97M-V/def2-TZVPD, the OMol25 dataset).

```
79
Properties=species:S:1:pos:R:3:forces:R:3
Hg 0.243534 0.928564 -1.117462 0.043 0.050 -0.027
N 4.432101 3.006996 -0.888326 -0.030 -0.030 0.015
C 5.127381 1.825184 -0.697284 0.008 0.003 0.003
C 6.482651 1.555860 -0.538650 -0.006 0.001 0.002
C 6.826246 0.231149 -0.365632 -0.003 -0.007 0.000
C 5.857549 -0.786990 -0.354331 0.003 0.001 0.000
C 4.516350 -0.512899 -0.514900 0.006 0.005 -0.001
C 4.151163 0.823026 -0.686703 0.023 -0.010 -0.008
N 2.897833 1.396668 -0.864316 -0.016 -0.012 0.019
C 3.114352 2.678517 -0.976253 0.026 0.024 -0.015
C 2.040139 3.647630 -1.166972 -0.014 0.032 0.011
C 2.139884 5.000082 -1.244558 -0.017 0.006 -0.015
S 0.592493 5.691966 -1.450786 0.018 0.030 -0.001
C -0.107966 4.150293 -1.417824 0.023 -0.047 -0.018
N 0.749008 3.175951 -1.267878 -0.015 -0.022 0.041
H 4.830081 3.927175 -0.953077 -0.005 -0.002 -0.002
H 7.229185 2.338442 -0.549380 0.004 -0.001 0.000
H 7.867422 -0.031994 -0.237092 0.002 0.001 0.000
H 6.175437 -1.812292 -0.220744 0.002 -0.003 0.000
H 3.777120 -1.302338 -0.517406 -0.011 -0.002 -0.002
H 3.022117 5.615198 -1.186922 0.004 -0.001 -0.003
H -1.170366 3.976155 -1.497936 -0.019 -0.010 0.007
O -2.152178 2.249791 -0.790084 0.018 0.028 -0.053
S -3.234617 1.217785 -0.980043 -0.091 -0.046 0.034
C -4.788480 2.088605 -0.962377 0.019 -0.010 0.016
C -5.784786 1.665927 -1.826502 0.018 0.010 -0.013
C -7.011286 2.318375 -1.807982 -0.012 0.017 0.004
C -7.213061 3.383620 -0.944455 -0.003 -0.016 -0.016
C -6.196360 3.806209 -0.093287 0.025 0.004 0.012
C -4.975024 3.155872 -0.094752 -0.029 0.000 0.005
C -3.378640 0.397697 0.606466 0.053 0.028 0.009
C -2.493960 0.738194 1.614889 -0.025 0.004 -0.033
C -2.602549 0.105001 2.846060 0.011 -0.034 0.015
C -3.583413 -0.852135 3.050007 0.009 0.003 -0.007
C -4.453003 -1.197614 2.021670 -0.014 0.030 -0.013
C -4.350286 -0.577118 0.787969 -0.019 0.002 0.013
H -5.604745 0.845417 -2.510571 0.002 -0.005 0.005
H -7.801431 2.000411 -2.474431 -0.001 -0.001 -0.001
H -8.166909 3.893830 -0.934919 -0.001 0.002 0.000
H -6.362032 4.640292 0.575300 -0.003 0.001 0.000
H -4.171306 3.464079 0.562147 -0.002 0.003 0.006
H -1.746410 1.500334 1.437659 0.002 0.002 0.001
H -1.915912 0.359236 3.642955 0.001 0.002 0.002
H -3.666553 -1.341009 4.011325 0.000 -0.006 0.001
H -5.215011 -1.948495 2.183112 0.001 -0.005 0.001
H -5.034812 -0.832071 -0.012913 0.002 -0.002 -0.010
C -1.640312 -2.084260 -2.171551 0.020 -0.015 0.029
Ge -0.131964 -1.539467 -1.058651 -0.051 0.086 -0.109
C 1.536388 -2.241078 -1.783189 0.011 -0.104 0.122
C 2.155791 -1.677222 -2.896282 -0.016 0.032 -0.035
C 3.329938 -2.213568 -3.404178 0.000 0.011 0.001
C 3.905288 -3.320895 -2.795931 -0.001 -0.008 0.012
C 3.302985 -3.890459 -1.682893 0.012 0.006 -0.016
C 2.124523 -3.353268 -1.180395 0.022 0.018 0.014
C -0.401084 -2.136655 0.773708 -0.021 -0.051 -0.008
C -1.453369 -2.979293 1.024309 -0.001 0.009 0.013
C -1.692548 -3.494709 2.318495 0.018 0.001 0.020
C -0.886140 -3.134354 3.355310 0.019 -0.019 -0.018
C 0.209647 -2.258004 3.148742 0.001 -0.017 -0.011
C 1.062632 -1.880957 4.214993 -0.002 0.003 -0.006
C 2.136593 -1.065876 3.999625 -0.003 -0.005 0.010
C 2.413695 -0.596250 2.698688 0.012 0.012 -0.007
C 1.602734 -0.940226 1.654478 -0.012 0.007 0.034
C 0.468906 -1.768883 1.845253 0.010 -0.003 -0.007
H -1.667724 -3.173957 -2.215496 -0.008 0.001 -0.006
H -1.502082 -1.706398 -3.183575 -0.021 0.010 -0.003
H -2.589793 -1.719602 -1.780106 0.029 0.011 -0.006
H 1.727193 -0.801090 -3.374648 -0.004 -0.015 0.002
H 3.800323 -1.764331 -4.269271 0.002 0.000 -0.002
H 4.824028 -3.737349 -3.187841 0.002 -0.001 -0.003
H 3.749452 -4.753408 -1.205769 0.000 -0.001 0.003
H 1.668726 -3.800353 -0.303196 -0.011 -0.001 -0.008
H -2.123207 -3.271140 0.223501 0.000 0.008 -0.002
H -2.522406 -4.170758 2.478683 -0.007 0.000 0.002
H -1.063995 -3.518418 4.352917 0.000 -0.003 0.003
H 0.852077 -2.261789 5.207204 0.000 0.000 0.004
H 2.785077 -0.790415 4.820637 0.001 0.003 0.002
H 3.281078 0.028511 2.523861 0.001 -0.001 -0.002
H 1.846566 -0.588646 0.659739 0.012 0.012 -0.009
```
Forces are in eV/Å.

Computed properties:
E_HOMO = -10.34 eV
multiplicity = 1
charge = +1
gap between HOMO and LUMO = 7.932 eV
energy relative to the best compared isomer or geometry (same formula, charge and spin) = 0.0 kJ/mol

Entry 2:
# C23H25N8ReS

A structure of composition C23H25N8ReS (wB97M-V/def2-TZVPD, the OMol25 dataset).

```
58
Properties=species:S:1:pos:R:3:forces:R:3
Re -0.619048 0.205628 1.153369 0.065 -0.081 0.104
C -4.912134 0.308481 0.493948 0.023 -0.008 -0.011
C -5.322625 -1.008774 0.296315 -0.013 0.009 0.002
C -4.367410 -1.990704 0.265491 -0.043 -0.032 -0.033
C -3.012546 -1.675703 0.439989 0.090 -0.089 -0.085
N -2.615555 -0.401002 0.630832 -0.100 0.064 0.108
C -3.574418 0.554643 0.653010 -0.034 0.002 -0.007
N -2.161958 -2.763612 0.380511 -0.112 0.073 0.043
C -0.909601 -2.755312 0.614963 0.160 0.031 0.047
N -0.079577 -1.684307 0.968682 0.049 -0.076 -0.151
C 1.234994 -2.149080 1.086828 -0.146 -0.058 -0.015
N 2.308054 -1.506251 1.345647 0.037 0.123 0.075
C 2.429173 -0.152188 1.594355 -0.017 -0.121 -0.085
C 3.715876 0.265130 1.962672 0.057 -0.003 -0.011
C 3.972364 1.587284 2.219079 0.017 0.009 0.005
C 2.930921 2.505757 2.093013 -0.023 -0.003 -0.020
C 1.694624 2.042406 1.726697 0.043 -0.020 -0.001
N 1.422610 0.738394 1.478671 0.033 0.043 0.051
C 1.228233 -3.596694 0.815277 0.048 0.063 0.029
C 2.260120 -4.516930 0.814073 0.021 -0.025 0.001
C 1.934773 -5.832391 0.511920 -0.007 0.012 0.001
C 0.620288 -6.203789 0.221232 0.000 0.012 0.002
C -0.408360 -5.271267 0.224304 -0.006 -0.031 -0.005
C -0.073732 -3.964665 0.527479 -0.074 0.028 0.001
H -5.616801 1.125932 0.536702 0.003 0.000 0.003
H -6.369241 -1.252672 0.174493 0.002 0.001 -0.005
H -4.613376 -3.031459 0.117366 0.002 0.004 0.000
H -3.233861 1.560455 0.847650 0.022 -0.006 0.032
H 4.477117 -0.496617 2.041075 -0.005 0.002 0.000
H 4.961655 1.908001 2.516478 -0.001 0.001 -0.004
H 3.073069 3.558398 2.289753 -0.003 -0.001 0.003
H 0.851866 2.712088 1.644399 -0.015 -0.003 0.016
H 3.273235 -4.216775 1.044104 -0.003 -0.001 -0.001
H 2.710215 -6.586598 0.502919 0.000 0.000 0.000
H 0.402989 -7.238547 -0.007496 0.000 0.000 0.000
H -1.430524 -5.546712 0.003815 0.003 0.000 0.000
S -1.177216 0.716210 3.121046 0.037 0.060 0.007
C 2.003970 2.001298 -2.441360 -0.021 -0.005 -0.004
N 0.750418 1.492105 -1.891444 0.089 -0.027 0.131
C 0.682090 0.044834 -1.788021 -0.101 0.048 -0.047
C -0.088638 2.286766 -1.188682 0.183 0.067 0.014
N -0.774927 1.825587 -0.160835 -0.169 0.063 -0.111
N -0.206430 3.580191 -1.588775 -0.035 -0.055 -0.005
C -0.242081 3.929765 -3.007855 0.006 0.018 0.012
C -0.834613 4.549307 -0.707312 0.001 0.026 -0.005
H 2.837220 1.468880 -1.977600 0.001 0.002 0.003
H 2.109864 3.059777 -2.226208 0.003 0.001 0.002
H 2.049122 1.845226 -3.520071 0.010 0.003 -0.001
H 1.050357 -0.385959 -2.718677 -0.006 -0.008 -0.006
H -0.355005 -0.274367 -1.668151 0.011 -0.004 0.035
H 1.297531 -0.340415 -0.971138 0.038 -0.019 -0.034
H -1.532977 2.452867 0.074194 -0.122 -0.080 -0.093
H -0.033636 3.057486 -3.618432 -0.007 0.000 0.000
H 0.487237 4.707897 -3.234381 0.004 -0.002 0.004
H -1.237114 4.299024 -3.265647 0.002 0.003 0.002
H -1.929435 4.500398 -0.746238 0.006 -0.007 -0.001
H -0.536136 5.547005 -1.022977 0.007 -0.001 0.003
H -0.501008 4.405567 0.318951 -0.007 -0.003 0.002
```
Forces are in eV/Å.

Computed properties:
E_HOMO (spin up / spin down) = -9.64 / -10.45 eV
multiplicity = 2
charge = +1
gap between HOMO and LUMO (spin up / spin down) = 6.387 / 6.821 eV
energy relative to the best compared isomer or geometry (same formula, charge and spin) = 0.0 kJ/mol

Entry 3:
# CH3BrFO2P

A structure of composition CH3BrFO2P in a non-equilibrium geometry (wB97M-V/def2-TZVPD, the OMol25 dataset).

```
9
Properties=species:S:1:pos:R:3:forces:R:3
C -0.952457 0.288237 0.175356 0.034 0.374 -3.772
O 1.315072 -1.815227 0.735833 -0.891 -1.999 -0.659
O -0.106005 0.822261 0.837673 -0.799 -0.132 1.538
F 1.200037 2.812207 -1.253973 0.060 -0.161 -0.058
P 1.425542 -0.664259 1.592248 0.366 1.085 0.902
Br 2.735016 0.572737 0.297754 1.489 0.859 -0.286
H -1.942220 0.703814 -0.101305 0.031 0.216 1.180
H -0.656545 -0.450026 -0.618400 -0.036 -0.565 1.179
H 1.741847 2.117668 -0.924567 -0.254 0.324 -0.024
```
Forces are in eV/Å.

Computed properties:
E_HOMO = -10.31 eV
multiplicity = 1
gap between HOMO and LUMO = 9.355 eV
energy relative to the best compared isomer or geometry (same formula, charge and spin) = 302.4 kJ/mol

Number 1: electronic energy -4771.45089 Ha. Number 2: electronic energy -1805.86954 Ha. Number 3: electronic energy -3205.60659 Ha.